# 1
The following is a DFT calculation (the ωB97M-V functional and the def2-TZVPD basis) of a structure of composition C11H15ClNO4TiY at a distorted geometry.

Calculated values
<S²>: 0.774
Kohn-Sham gap (alpha / beta) in eV: 4.50 / 6.41
LUMO (alpha / beta) in eV: 1.65 / 1.64
Charge: -1
Multiplicity: 2
Energy relative to the best compared isomer or geometry (same formula, charge and spin) in eV: 0.000

CARTESIAN COORDINATES (ANGSTROEM)
1 Y -0.111 -0.097 -0.682
2 Cl -2.397 -0.060 -1.962
3 C 1.290 0.597 -2.241
4 H 1.961 1.324 -1.752
5 H 0.681 1.145 -2.978
6 H 1.894 -0.149 -2.761
7 Ti -3.977 1.089 -3.102
8 C -3.876 0.287 -4.984
9 C -5.668 0.796 -1.986
10 C -3.842 3.036 -3.359
11 H -5.590 1.268 -0.996
12 H -6.316 1.427 -2.618
13 H -6.065 -0.223 -1.925
14 H -2.907 0.498 -5.457
15 H -4.158 -0.765 -5.098
16 H -4.637 0.942 -5.442
17 H -3.438 3.523 -4.270
18 H -4.362 3.794 -2.741
19 O 0.956 -1.583 0.540
20 C 1.238 -0.682 1.450
21 O 0.675 0.498 1.305
22 C 2.191 -0.969 2.503
23 C 2.375 -0.043 3.537
24 C 3.391 -0.236 4.464
25 C 4.199 -1.398 4.365
26 C 4.025 -2.324 3.315
27 C 3.010 -2.104 2.405
28 N 5.240 -1.594 5.315
29 O 5.365 -0.712 6.201
30 O 5.982 -2.603 5.249
31 H 1.748 0.838 3.588
32 H 3.565 0.477 5.266
33 H 4.684 -3.196 3.264
34 H 2.875 -2.804 1.588

In elementary charge units, the Löwdin charges are: Y 1.38; Cl 0.11; C -0.32; H -0.02; H -0.03; H -0.02; Ti 0.43; C -0.29; C -0.29; C -0.27; H -0.01; H -0.01; H -0.01; H -0.01; H -0.01; H -0.01; H -0.08; H -0.08; O -0.20; C -0.56; O -0.19; C -0.19; C -0.03; C -0.01; C -0.18; C -0.01; C -0.04; N -0.39; O -0.05; O -0.05; H 0.11; H 0.10; H 0.11; H 0.11

# 2
The following is a DFT calculation (the ωB97M-V functional and the def2-TZVPD basis) of a structure of composition C11H15F6IrN5O6S2Se at a distorted geometry.

Calculated values
Kohn-Sham gap (alpha / beta) in eV: 6.25 / 6.25
LUMO (alpha / beta) in eV: -5.14 / -5.13
Charge: +1
Multiplicity: 1
Energy relative to the best compared isomer or geometry (same formula, charge and spin) in eV: 1.914

CARTESIAN COORDINATES (ANGSTROEM)
1 Ir -0.252 0.695 0.133
2 C 3.451 2.049 -1.559
3 C 2.089 1.896 -0.982
4 N 1.540 0.743 -0.778
5 O 2.274 -0.372 -1.150
6 C 1.270 3.028 -0.614
7 C 1.699 4.452 -0.634
8 N 0.053 2.670 -0.263
9 O -0.827 3.473 0.084
10 H 3.702 1.213 -2.205
11 H 4.185 2.082 -0.750
12 H 3.516 2.983 -2.112
13 H 1.644 -1.099 -1.067
14 H 2.719 4.547 -0.262
15 H 1.027 5.027 0.000
16 H 1.660 4.878 -1.639
17 F -3.990 -0.904 -0.038
18 C -4.383 0.310 0.314
19 F -4.801 0.295 1.566
20 F -5.350 0.715 -0.488
21 S -2.987 1.526 0.164
22 O -2.234 1.098 -1.028
23 O -3.587 2.799 0.254
24 N -2.040 0.988 1.387
25 S -1.227 1.826 2.518
26 O -1.693 3.104 2.888
27 O 0.191 1.605 2.154
28 C -1.474 0.719 3.982
29 F -1.110 -0.518 3.693
30 F -2.747 0.743 4.327
31 F -0.719 1.189 4.960
32 C 1.758 -3.667 1.347
33 N 1.174 -3.655 0.008
34 C 1.527 -4.495 -1.021
35 C 0.763 -4.162 -2.087
36 N -0.048 -3.124 -1.692
37 C -1.042 -2.454 -2.527
38 C 0.209 -2.816 -0.407
39 Se -0.798 -1.660 0.689
40 H 2.423 -4.523 1.417
41 H 0.970 -3.750 2.090
42 H 2.318 -2.750 1.517
43 H 2.281 -5.253 -0.911
44 H 0.729 -4.573 -3.080
45 H -1.213 -3.063 -3.409
46 H -0.684 -1.470 -2.826
47 H -1.965 -2.345 -1.964

In elementary charge units, the Löwdin charges are: Ir 1.17; C 0.02; C -0.24; N -0.19; O 0.00; C -0.25; C 0.00; N -0.26; O -0.07; H 0.09; H 0.11; H 0.10; H 0.05; H 0.09; H 0.09; H 0.10; F 0.13; C -0.69; F 0.17; F 0.18; S 0.67; O -0.36; O -0.18; N -0.43; S 0.68; O -0.17; O -0.34; C -0.70; F 0.13; F 0.18; F 0.18; C 0.00; N -0.11; C -0.01; C -0.01; N -0.11; C 0.01; C -0.66; Se 0.78; H 0.10; H 0.09; H 0.10; H 0.14; H 0.14; H 0.10; H 0.10; H 0.08

# 3
The following is a DFT calculation (the ωB97M-V functional and the def2-TZVPD basis) of the ion C11H15FN4O2P with charge +1.

Calculated values
Kohn-Sham gap in eV: 8.79
LUMO in eV: -4.25
Charge: +1
Multiplicity: 1

CARTESIAN COORDINATES (ANGSTROEM)
1 C 2.914 0.686 0.400
2 C 1.839 1.760 0.392
3 F 2.133 2.680 1.405
4 C 0.410 1.285 0.727
5 N -0.555 1.358 -0.378
6 C -1.620 2.167 -0.519
7 P -2.159 3.575 0.627
8 O -2.381 2.652 1.956
9 O -3.622 3.794 0.000
10 N -2.216 1.866 -1.685
11 N -1.543 0.883 -2.239
12 N -0.549 0.580 -1.468
13 C 0.392 -0.504 -1.730
14 C 0.195 -1.678 -0.804
15 C -1.000 -1.897 -0.136
16 C -1.135 -2.995 0.702
17 C -0.076 -3.877 0.876
18 C 1.118 -3.661 0.202
19 C 1.256 -2.565 -0.633
20 H 3.163 0.339 -0.601
21 H 2.649 -0.156 1.040
22 H 3.819 1.138 0.807
23 H 1.845 2.330 -0.542
24 H 0.406 0.262 1.110
25 H 0.018 1.935 1.505
26 H -2.757 1.773 1.826
27 H -4.182 3.009 -0.075
28 H 0.230 -0.771 -2.775
29 H 1.394 -0.093 -1.639
30 H -1.856 -1.241 -0.266
31 H -2.077 -3.161 1.210
32 H -0.192 -4.727 1.534
33 H 1.947 -4.344 0.330
34 H 2.190 -2.401 -1.160

In elementary charge units, the Löwdin charges are: C -0.02; C -0.33; F -0.01; C -0.02; N 0.02; C -0.31; P 0.88; O -0.27; O -0.25; N 0.10; N 0.14; N -0.08; C -0.03; C -0.23; C -0.05; C -0.06; C -0.06; C -0.05; C -0.04; H 0.08; H 0.09; H 0.10; H 0.15; H 0.14; H 0.12; H 0.07; H 0.08; H 0.15; H 0.11; H 0.11; H 0.11; H 0.12; H 0.12; H 0.12

# 4
The following is a DFT calculation (the ωB97M-V functional and the def2-TZVPD basis) of a structure of composition C11H15GaN3OS5 at a distorted geometry.

Calculated values
Kohn-Sham gap in eV: 6.84
LUMO in eV: -2.92
Charge: +1
Multiplicity: 1

CARTESIAN COORDINATES (ANGSTROEM)
1 Ga 11.645 5.925 6.784
2 S 18.200 3.779 8.018
3 C 16.644 4.247 7.800
4 S 15.974 5.667 8.590
5 C 14.320 5.362 8.058
6 C 14.166 4.325 7.185
7 S 12.578 3.827 6.491
8 S 15.531 3.338 6.893
9 S 13.113 6.526 8.641
10 C 14.003 7.120 4.195
11 N 13.518 8.399 4.838
12 C 14.446 9.562 4.762
13 C 12.392 8.419 5.580
14 C 11.914 9.522 6.460
15 O 11.591 7.354 5.542
16 H 14.620 7.452 3.338
17 H 13.182 6.554 3.792
18 H 14.669 6.620 4.915
19 H 13.911 10.516 4.764
20 H 14.907 9.511 3.772
21 H 15.233 9.495 5.526
22 H 10.846 9.641 6.351
23 H 12.376 10.469 6.211
24 H 12.089 9.391 7.548
25 C 6.447 5.883 5.135
26 N 7.619 5.680 6.012
27 C 7.684 4.945 7.207
28 C 8.974 4.939 7.604
29 N 9.723 5.676 6.676
30 C 8.847 6.144 5.791
31 H 5.595 5.272 5.489
32 H 6.691 5.536 4.067
33 H 6.121 6.964 5.141
34 H 6.814 4.646 7.735
35 H 9.395 4.521 8.547
36 H 9.146 6.674 4.889

In elementary charge units, the Löwdin charges are: Ga 0.20; S 0.58; C -1.50; S 0.89; C -1.11; C -1.11; S 0.63; S 0.92; S 0.60; C 0.04; N -0.08; C 0.01; C -0.36; C 0.03; O -0.12; H 0.10; H 0.09; H 0.11; H 0.09; H 0.09; H 0.11; H 0.10; H 0.08; H 0.11; C 0.01; N -0.09; C -0.01; C -0.07; N -0.02; C -0.10; H 0.10; H 0.13; H 0.11; H 0.13; H 0.15; H 0.16